Below is a 7-piece molecular cluster, C30H59F4NO11P2 overall, with properties calculated with wB97M-V/def2-TZVPD.

Atoms and positions in Å:
C: 2.07423 5.84010 -5.26347
C: 0.98062 4.69694 -4.76522
F: 1.66995 3.87373 -3.74542
N: 0.34060 3.92130 -5.89424
C: -1.03668 3.40057 -5.55040
C: -1.10676 2.42554 -4.23471
C: -2.65938 1.86175 -3.97210
F: -3.05261 0.88083 -5.04137
F: -2.57199 1.04058 -2.71037
F: -3.60843 3.00156 -3.86251
C: 1.24818 2.85968 -6.47397
O: 2.44935 3.17638 -7.03352
O: 0.91065 1.39896 -6.54746
P: 2.40391 0.44915 -6.39443
P: 3.32701 0.93181 -4.47760
O: 2.19762 0.96004 -3.33322
O: 4.18750 2.43583 -4.65018
O: 4.50197 -0.26682 -3.92346
H: 3.14506 5.48172 -4.87605
H: 2.17382 5.87354 -6.45099
H: 1.87216 6.90862 -4.82852
H: 0.10690 5.27652 -4.20169
H: -1.75012 4.34046 -5.38062
H: -1.45445 2.80785 -6.47039
H: -0.79491 2.93855 -3.22214
H: -0.44503 1.44395 -4.31815
H: 1.92964 -0.91919 -6.33178
H: 4.08725 2.96678 -3.80435
H: 4.72403 0.06672 -2.98401
C: -1.41922 0.81816 0.61708
C: -0.02758 0.60509 0.07979
C: 0.55322 2.00095 0.14200
O: -0.07883 2.66591 1.24448
C: -1.19072 1.87106 1.67937
H: -1.88252 -0.09034 1.01008
H: -2.06497 1.21872 -0.17343
H: 0.52987 -0.06164 0.74822
H: -0.00497 0.17799 -0.92599
H: 0.32352 2.56791 -0.76638
H: 1.63746 1.99779 0.28654
H: -0.92047 1.41500 2.63802
H: -2.06440 2.51083 1.83124
C: -2.55155 -1.53233 5.49681
C: -1.23405 -0.82417 5.67967
C: -0.41822 -1.37052 4.52834
O: -1.33866 -1.66289 3.46794
C: -2.67275 -1.59146 3.98980
H: -3.39376 -1.02356 5.97254
H: -2.48739 -2.54730 5.90676
H: -1.37406 0.25649 5.55864
H: -0.77046 -1.00202 6.65330
H: 0.08196 -2.30502 4.80380
H: 0.33647 -0.66158 4.17575
H: -3.13810 -0.68240 3.59346
H: -3.24903 -2.45581 3.64849
C: -1.86144 -5.51298 3.41289
C: -0.45064 -5.82057 3.84392
C: -0.58622 -5.88462 5.34963
O: -1.91561 -6.34513 5.62853
C: -2.67735 -6.30121 4.41401
H: -2.07475 -5.78935 2.37723
H: -2.05998 -4.44099 3.53020
H: -0.14901 -6.79988 3.45398
H: 0.28186 -5.08019 3.51260
H: -0.47435 -4.89325 5.80133
H: 0.14134 -6.56088 5.80765
H: -2.82906 -7.33262 4.07755
H: -3.65439 -5.84999 4.60760
C: 1.95033 -5.57464 9.67156
C: 0.57330 -6.10163 9.98269
C: 0.06749 -6.49515 8.61195
O: 1.21325 -6.88230 7.84094
C: 2.39521 -6.49186 8.55351
H: 2.62922 -5.58616 10.52798
H: 1.87899 -4.54417 9.30364
H: 0.65161 -6.98953 10.62111
H: -0.07254 -5.37609 10.48370
H: -0.40594 -5.64790 8.10461
H: -0.64705 -7.32245 8.65038
H: 2.86254 -7.40057 8.94834
H: 3.09648 -6.00847 7.86776
C: 6.99814 7.85865 -5.34843
C: 6.48376 8.17657 -3.96819
C: 5.00703 8.38826 -4.22139
O: 4.65084 7.55148 -5.33047
C: 5.85477 7.06105 -5.93649
H: 7.94437 7.31172 -5.34968
H: 7.13708 8.78672 -5.91563
H: 6.62976 7.31207 -3.30986
H: 6.96610 9.04245 -3.50763
H: 4.79684 9.42521 -4.50410
H: 4.39197 8.13153 -3.35406
H: 5.94424 5.99778 -5.68852
H: 5.78800 7.16152 -7.02329
C: -4.93531 -1.18819 -3.35638
C: -4.88914 -2.69435 -3.36498
C: -6.22950 -3.05586 -2.76302
O: -7.14302 -2.01046 -3.12324
C: -6.39150 -0.91431 -3.66258
H: -4.25417 -0.72347 -4.07371
H: -4.68717 -0.81498 -2.35564
H: -4.83328 -3.05768 -4.39792
H: -4.04546 -3.11177 -2.80957
H: -6.17746 -3.09211 -1.66970
H: -6.60698 -4.01603 -3.12640
H: -6.57098 -0.88588 -4.74286
H: -6.74313 0.02435 -3.22557

Its total energy is -85520.39948 eV. The multiplicity is 1. As for the HOMO-LUMO gap: 0.308 Eh. As for the maximum force: 8.93 eV/Å. The HOMO energy is -9.17 eV.

Below is a 2-piece molecular cluster, C2H6O3 overall, with properties calculated with wB97M-V/def2-TZVPD.

Atoms and positions in Å:
O: 0.38640 -0.16741 2.69491
O: -0.30459 -0.58831 0.58141
C: 0.24566 -0.93651 1.74010
C: -0.08178 -1.35192 -0.56616
H: 0.65485 -1.96464 1.68385
H: -0.23975 -0.75756 -1.48179
H: -0.78516 -2.20153 -0.57250
H: 0.94780 -1.74748 -0.57676
O: -0.59658 3.16063 -1.39378
H: -0.37727 3.99865 -0.92701
H: 0.15044 2.55609 -1.18227

Its total energy is -8313.00193 eV. The multiplicity is 1. As for the HOMO-LUMO gap: 0.422 Eh. As for the maximum force: 3.44 eV/Å. The HOMO energy is -10.80 eV.

Below is C37H45F5N2PdSSbSi2Te as an isolated structure, with properties calculated with wB97M-V/def2-TZVPD.

Atoms and positions in Å:
Pd: -0.73157 0.01274 -0.10368
C: 0.76657 1.67426 4.79448
Si: -0.89512 2.16590 4.07553
C: -1.86788 3.21178 5.28455
C: -0.65959 3.05427 2.45449
C: -1.93798 0.60900 3.79596
Te: -1.45345 -0.87906 2.35267
C: 0.25336 -1.72457 3.28638
Si: -0.09368 -3.30966 4.25748
C: -1.64434 -3.12744 5.28855
C: 1.38948 -3.59725 5.36261
C: -0.28739 -4.68324 2.99936
H: 1.32141 2.56367 5.09474
H: 1.38599 1.14352 4.07088
H: 0.65871 1.04651 5.67909
H: -1.38388 4.17238 5.45669
H: -1.96614 2.71874 6.25183
H: -2.87214 3.41177 4.91108
H: 0.07711 3.85231 2.54467
H: -1.58822 3.48997 2.08796
H: -0.31103 2.35889 1.69092
H: -2.96466 0.87719 3.54753
H: -1.98098 -0.01774 4.68889
H: 0.71184 -0.94208 3.88770
H: 0.94326 -1.96083 2.47643
H: -1.49171 -2.47294 6.14601
H: -1.92184 -4.10853 5.67672
H: -2.50172 -2.75849 4.72369
H: 1.49382 -2.78341 6.08051
H: 2.31465 -3.66304 4.79230
H: 1.28643 -4.52113 5.92905
H: -0.98919 -4.39439 2.21268
H: -0.67672 -5.59246 3.45593
H: 0.66261 -4.92621 2.52451
S: 1.51258 -0.60165 0.42141
Sb: 1.76951 -0.71457 -1.86437
C: 3.71503 -0.13891 -2.36431
C: 4.70829 -0.30438 -1.40444
C: 6.02304 0.00737 -1.71140
C: 6.34367 0.48269 -2.97344
C: 5.35448 0.64362 -3.93131
C: 4.03868 0.33149 -3.63024
C: 1.54207 -2.68800 -2.48848
C: 0.58540 -3.50092 -1.89206
C: 0.41076 -4.80062 -2.34225
C: 1.19845 -5.28552 -3.37445
C: 2.16266 -4.47841 -3.96003
C: 2.33672 -3.17588 -3.52053
C: 0.55352 0.38087 -3.16436
C: -0.57062 -0.21787 -3.71801
C: -1.37648 0.50483 -4.58806
C: -1.05158 1.81103 -4.90972
C: 0.07916 2.40627 -4.36581
C: 0.87796 1.69627 -3.48485
H: 4.45859 -0.66283 -0.41224
H: 6.79387 -0.11983 -0.96488
H: 7.36915 0.72742 -3.21062
H: 5.60785 1.01139 -4.91594
H: 3.27709 0.45291 -4.39231
H: -0.02159 -3.13114 -1.06902
H: -0.33579 -5.43339 -1.88355
H: 1.06473 -6.30074 -3.72075
H: 2.78097 -4.86429 -4.75758
H: 3.09562 -2.55447 -3.97948
H: -0.81601 -1.25000 -3.50712
H: -2.24895 0.03623 -5.02242
H: -1.67182 2.36779 -5.59870
H: 0.33893 3.42075 -4.62897
H: 1.75504 2.16765 -3.06050
C: -2.37396 4.75099 -2.53595
C: -1.35537 3.94511 -1.81555
C: -0.06355 4.23122 -1.42282
C: 0.40940 3.07592 -0.78713
N: -0.54228 2.14359 -0.76942
N: -1.59820 2.69026 -1.40615
C: 1.75233 2.86522 -0.18174
H: -2.00621 5.76219 -2.68944
H: -3.30374 4.81005 -1.97214
H: -2.59397 4.31753 -3.51165
H: 0.46370 5.15561 -1.56842
H: -2.42944 2.13426 -1.53537
H: 2.19989 3.82465 0.07286
H: 2.43712 2.36269 -0.87315
H: 1.69842 2.25183 0.71572
F: -3.26624 1.78115 0.96972
C: -3.64009 0.77631 0.14846
C: -2.67424 -0.01643 -0.43670
C: -3.13902 -1.08188 -1.19091
F: -2.26299 -1.95796 -1.72550
C: -4.48684 -1.33034 -1.40334
F: -4.88062 -2.35994 -2.14574
C: -5.42880 -0.48893 -0.82382
F: -6.72391 -0.70255 -1.01423
C: -5.00236 0.56972 -0.03417
F: -5.89600 1.36410 0.54920

Its total energy is -99563.47003 eV. The multiplicity is 1. As for the HOMO-LUMO gap (alpha / beta): 0.256 / 0.257 Eh. As for the maximum force: 1.73 eV/Å. As for the total charge: +1. The HOMO energy (alpha / beta) is -10.56 / -10.56 eV.

Below is a 2-piece molecular cluster, C4H11NO overall, with properties calculated with wB97M-V/def2-TZVPD.

Atoms and positions in Å:
C: -0.41513 -2.17302 -2.85001
C: 0.91769 -1.55547 -2.47386
C: 0.94492 -0.31589 -1.94733
H: -1.18280 -1.38094 -2.91337
H: -0.64329 -3.08170 -2.09647
H: -0.40318 -2.86381 -3.77595
H: 1.83916 -2.17137 -2.64931
H: 1.96126 0.19530 -1.81587
H: 0.05939 0.09602 -1.51554
N: -1.02838 2.21702 3.37158
C: -0.33703 1.75292 2.18956
O: 0.07196 0.37195 2.21310
H: -1.31776 1.47910 3.97922
H: -0.34454 2.72406 3.83812
H: 0.52703 2.32182 1.93982
H: -1.03638 2.05241 1.35745
H: 0.38708 0.33160 3.14886

Its total energy is -7861.70245 eV. The multiplicity is 1. As for the HOMO-LUMO gap: 0.369 Eh. As for the maximum force: 3.40 eV/Å. The HOMO energy is -9.16 eV.

multiplicity of number 4 (C4H11NO)? 1

Which formula does entry 2 have? C2H6O3

The highest maximum force belongs to which entry? C30H59F4NO11P2